The following is a quantum chemistry calculation of a structure of composition C3H7N3, from OMol25.

```
13
Properties=species:S:1:pos:R:3:forces:R:3:lowdin_charge:R:1
C -0.45997 -0.54825 -0.08148 0.0 2.5 0.0 -0.320
C 0.85498 1.54783 0.66088 1.1 2.9 -1.3 -0.130
C 0.40071 0.74937 -0.53284 2.6 -2.9 1.0 -0.203
N -0.84738 -1.36341 -1.16467 -2.1 -1.5 -1.5 0.018
N -0.92482 -2.34085 -0.31210 1.5 0.4 1.0 -0.147
N -0.35864 -1.91143 0.77763 -0.3 2.1 -0.1 0.067
H -1.40068 -0.00769 0.30430 1.0 -1.4 0.0 0.161
H 1.95374 1.79825 0.56382 -1.3 -0.1 0.4 0.094
H 0.69488 0.99881 1.49311 0.1 -2.0 2.9 0.015
H 0.26325 2.48030 0.91503 0.7 -0.8 -0.9 0.094
H 1.31601 0.52362 -1.18133 -1.3 -0.4 1.0 0.123
H -0.15843 1.35145 -1.15604 -1.9 0.8 -1.4 0.066
H -1.33366 -3.27802 -0.28630 0.0 0.2 -1.0 0.163
```
Positions in Å, forces in eV/Å.

Calculated values
max |F| = 0.0774 hartree/bohr
energy = -282.59644 hartree
frontier orbital gap = 9.4235 eV